Record 1
This record from OMol25 describes a single C5H6ClFN2 molecule in a non-equilibrium geometry. The level of theory is the ωB97M-V functional and the def2-TZVPD basis.

Each line ends with the natural charge from an NBO analysis.
Positions of all 15 atoms, in Å:
C1 -0.2986 1.4534 -1.6503  -0.1808
C2 -0.0963 0.1243 -1.5570  -0.1157
C3 -0.4516 1.9255 -0.2493  -0.0414
C4 -0.3570 -0.3835 -0.0990  -0.1863
C5 0.6420 -1.4906 0.5301  0.5627
N1 -0.4659 0.9994 0.6173  -0.3155
N2 0.7022 -1.5483 1.9388  -0.8389
F1 1.9197 -1.4732 0.0639  -0.3384
Cl1 0.0599 -3.1405 -0.2241  -0.1919
H1 -0.1988 2.1936 -2.5170  0.2305
H2 0.1449 -0.5609 -2.3262  0.2088
H3 -0.6273 2.9017 0.0289  0.1989
H4 -1.3453 -0.7944 0.0308  0.2101
H5 1.0311 -2.4796 2.1390  0.3876
H6 -0.1879 -1.3020 2.5430  0.4102

Its frontier orbital gap (alpha / beta) is 7.3 / 7.3 eV. For the HOMO energy (alpha / beta), the calculation gives -6.372 / -10.136 eV. The spin multiplicity is 3. The calculation puts the energy relative to the best compared isomer or geometry (same formula, charge and spin) at 0.0 kJ/mol. As for the LUMO energy (alpha / beta): 0.92 / -2.86 eV. The expectation value of S² is 2.0168.



Record 2
This record from OMol25 describes a molecular structure, C4H9N3 in a non-equilibrium geometry. The level of theory is the ωB97M-V functional and the def2-TZVPD basis.

Each line ends with the natural charge from an NBO analysis.
Positions of all 16 atoms, in Å:
C1 0.7111 1.3490 0.9079  -0.2868
C2 -0.6860 -0.2093 -0.1528  0.4168
N1 -1.7212 -0.3782 -1.0960  -0.8456
N2 -0.9669 -1.0380 0.9900  -0.8646
C3 1.5052 0.5742 -0.0773  0.0097
C4 0.9408 -0.5985 -0.6912  -0.5105
N3 -0.3399 1.1328 -0.0429  -0.4069
H1 -1.6574 0.2400 -1.8934  0.3839
H2 -1.9884 -1.3306 -1.2971  0.3822
H3 -1.8675 -0.8222 1.4037  0.3704
H4 -0.2327 -1.0761 1.6841  0.3669
H5 0.9887 2.4017 0.9757  0.2194
H6 0.6243 0.9134 1.9152  0.1565
H7 2.4966 0.9152 -0.3729  0.1913
H8 1.4945 -1.5288 -0.5023  0.1960
H9 0.6988 -0.5445 -1.7508  0.2212

Its frontier orbital gap (alpha / beta) is 8.7 / 8.7 eV. For the HOMO energy (alpha / beta), the calculation gives -8.343 / -8.342 eV. The spin multiplicity is 1. The calculation puts the energy relative to the best compared isomer or geometry (same formula, charge and spin) at 383.5 kJ/mol. As for the LUMO energy (alpha / beta): 0.35 / 0.35 eV.



Record 3
This record from OMol25 describes a molecular structure, C34H35N5O12Sr in a non-equilibrium geometry. The level of theory is the ωB97M-V functional and the def2-TZVPD basis.

Each line ends with the Mulliken charge.
Positions of all 87 atoms, in Å:
Sr1 -0.5136 -0.6968 -1.1063  1.6631
C1 -3.1692 -6.2827 -3.5836  -0.8449
C2 -2.5787 -4.8809 -3.8547  -0.3899
O1 -2.1084 -4.1380 -2.7923  -0.7728
H1 -2.9121 -6.8709 -4.4646  0.3013
H2 -4.2371 -6.4197 -3.4139  0.2482
H3 -2.6196 -6.6382 -2.7120  0.2052
H4 -3.3613 -4.5652 -4.5446  0.2163
H5 -1.7382 -5.0428 -4.5295  0.2280
C3 3.8837 1.0078 -4.9778  -0.9694
C4 3.8608 1.6191 -3.6172  -0.2281
O2 2.7921 1.0677 -2.8554  -0.8505
H6 4.3005 0.0051 -4.8829  0.2594
H7 4.5309 1.4272 -5.7480  0.3410
H8 2.9054 0.9351 -5.4528  0.2307
H9 3.7219 2.6973 -3.6964  0.1969
H10 4.8042 1.3590 -3.1371  0.1450
C5 -0.4365 8.2596 0.6831  -0.1398
C6 0.0615 7.3302 -0.2268  -0.6946
C7 -0.2762 5.9955 -0.0696  -0.2375
C8 -0.9211 5.5674 1.1106  0.1806
C9 -1.3337 6.5567 2.0333  -0.2511
C10 -1.2063 7.9018 1.7732  -0.6271
N1 -1.0952 4.0905 1.3795  0.9564
O3 -1.2111 3.6804 2.4848  -0.5676
O4 -1.0798 3.3385 0.4178  -0.5843
H11 -0.2079 9.2942 0.4737  0.3418
H12 0.5385 7.6849 -1.1285  0.3711
H13 0.1515 5.2860 -0.7625  0.4668
H14 -1.8637 6.1730 2.8926  0.3977
H15 -1.6603 8.7311 2.2954  0.3836
C11 -0.8377 6.2621 -6.2313  -0.5644
C12 -2.1506 6.3732 -5.6804  -0.2927
C13 -2.8562 5.3477 -5.1138  -0.3883
C14 -2.1958 4.1565 -4.9844  0.2658
C15 -0.9137 3.9729 -5.5453  -0.4477
C16 -0.2586 4.9852 -6.2461  -0.4569
N2 -2.9026 3.0271 -4.3916  1.0018
O5 -4.0229 3.1982 -3.9670  -0.5851
O6 -2.2800 1.9531 -4.1839  -0.6028
H16 -0.2493 7.1137 -6.5395  0.4051
H17 -2.7856 7.2467 -5.6650  0.3300
H18 -3.8045 5.5300 -4.6301  0.4149
H19 -0.5073 2.9746 -5.4776  0.5284
H20 0.7285 4.8221 -6.6529  0.4014
C17 7.4400 2.5107 3.1278  -0.4362
C18 6.6917 2.7903 4.2367  -0.3167
C19 5.3538 2.4197 4.3064  -0.4193
C20 4.7475 1.7431 3.2217  0.2251
C21 5.4909 1.5003 2.0791  -0.3951
C22 6.8171 1.8996 2.0222  -0.4433
N3 3.4237 1.1230 3.3693  0.8880
O7 2.7748 0.7948 2.3650  -0.5109
O8 2.9098 1.0215 4.4831  -0.5635
H21 8.4994 2.6418 3.2918  0.3588
H22 7.0631 3.3097 5.1077  0.3558
H23 4.7485 2.6712 5.1647  0.3837
H24 5.0235 1.0048 1.2410  0.4941
H25 7.3431 1.7523 1.0906  0.3864
C23 -6.4956 -5.7388 3.1673  -0.2791
C24 -6.1911 -5.2000 4.4211  -0.5344
C25 -5.2243 -4.2012 4.4964  -0.2624
C26 -4.5668 -3.7612 3.3282  -0.0363
C27 -4.8310 -4.3817 2.1342  -0.2247
C28 -5.7831 -5.4306 2.0387  -0.5590
N4 -3.3780 -2.7763 3.4522  0.9485
O9 -3.0630 -2.4780 4.5969  -0.5609
O10 -2.8200 -2.3641 2.4527  -0.5472
H26 -7.1765 -6.5703 3.0606  0.3366
H27 -6.5778 -5.5591 5.3634  0.3597
H28 -4.9049 -3.6880 5.3914  0.4217
H29 -4.3860 -4.1262 1.1840  0.5270
H30 -6.0000 -6.0395 1.1734  0.4194
C29 0.7304 -7.6795 3.3364  -0.2731
C30 0.0154 -6.9653 2.3955  -0.6001
C31 0.5887 -5.8407 1.8653  -0.3800
C32 1.8320 -5.4199 2.2578  0.0918
C33 2.4611 -6.0630 3.2840  -0.0807
C34 1.9680 -7.2451 3.7701  -0.5969
N5 2.5217 -4.3582 1.5418  0.9517
O11 2.1580 -3.9883 0.4122  -0.5960
O12 3.5324 -3.8818 2.1216  -0.5462
H31 0.2471 -8.6058 3.6100  0.3486
H32 -0.9204 -7.3259 1.9946  0.4227
H33 0.0666 -5.3080 1.0842  0.5184
H34 3.4604 -5.8965 3.6582  0.3802
H35 2.4251 -7.7264 4.6221  0.3587

Its frontier orbital gap is 3.3 eV. For the HOMO energy, the calculation gives -5.805 eV. The spin multiplicity is 1. The calculation puts the energy relative to the best compared isomer or geometry (same formula, charge and spin) at 1062.3 kJ/mol. As for the LUMO energy: -2.50 eV.



What is the energy relative to the best compared isomer or geometry (same formula, charge and spin) in the second record?
383.5 kJ/mol